ORCA calculation (ωB97M-V/def2-TZVPD) on C8H5NO in the gas phase in a non-equilibrium geometry.

The value obtained for the HOMO energy is -10.213 eV. As for the total charge: 0. Its relative energy (zero: lowest compared OMol25 entry of this formula, charge and spin) is 255.2 kJ/mol. Its structure (SMILES) is N#Cc1ccc(C=O)cc1.

Atoms and positions in Å:
C 1.538696 -1.824068 -1.084467
C 0.686569 -0.848988 -0.533480
C -0.119701 -1.146789 0.663406
C -0.840190 -0.142721 1.201269
C -0.920917 1.130710 0.603218
C -0.171849 1.482789 -0.557714
C 0.603334 0.432618 -1.090459
C -1.813144 2.113633 1.254456
H 1.957141 -2.675995 -0.407920
H -0.121203 -2.183100 1.201238
H -1.584310 -0.443854 2.131406
H -0.248288 2.313641 -0.864079
H 1.474825 0.740998 -2.013144
N -2.425315 2.902221 1.709279
O 1.984352 -1.851096 -2.213008

Atomic forces in eV per Å
C 3.1 -3.3 -0.7
C -3.0 1.7 2.5
C 2.2 -1.8 -1.2
C -3.3 -0.2 2.5
C -0.2 0.6 0.0
C 0.1 -13.1 5.9
C 3.1 1.6 -2.4
C 5.3 -5.9 -4.0
H -1.1 1.2 -0.3
H 0.2 2.0 -1.4
H 2.2 1.2 -2.4
H -0.7 11.3 -4.6
H -3.1 -1.2 2.8
N -4.4 5.4 3.2
O -0.5 0.5 0.2

Here are the Löwdin charges for atoms 1 to 2, given in e: C -0.28; C -0.21

=====

ORCA calculation (ωB97M-V/def2-TZVPD) on a molecular structure, C8H5NO3SV in a non-equilibrium geometry.

The value obtained for the HOMO energy (alpha / beta) is -16.995 / -17.357 eV. As for the total charge: +2. As for the multiplicity: 4.

Atoms and positions in Å:
O 0.415577 1.814305 -3.951870
C 0.435150 0.941339 -3.158390
V 0.451280 -0.780303 -2.333182
C 1.936882 -1.636167 -3.071555
C -1.077122 -1.619143 -2.958299
O 2.952873 -2.131814 -3.389114
O -2.091469 -2.104949 -3.297419
S 0.567968 -1.598302 -0.253484
C 0.099988 -0.291694 0.799910
N -1.058303 -0.503370 1.494910
C -1.417143 0.240031 2.576954
C -0.682140 1.356295 2.923229
C 0.489397 1.612029 2.204348
C 0.873162 0.825761 1.115185
H -1.587999 -1.335905 1.253688
H -2.257031 -0.133561 3.137722
H -0.983763 1.969579 3.773208
H 1.143763 2.403270 2.577095
H 1.788928 0.972592 0.557058

Atomic forces in eV per Å
O 0.1 -4.6 4.9
C -0.1 7.5 -7.4
V 0.2 1.0 5.6
C 8.0 -4.1 -3.4
C -8.3 -4.0 -3.8
O -5.2 2.4 1.6
O 5.1 2.3 1.8
S 0.4 -0.9 0.1
C -0.6 0.8 0.4
N 0.7 0.4 0.6
C 0.1 -0.1 -0.7
C 0.2 -0.4 -0.1
C 0.1 0.3 0.3
C -0.4 -0.7 0.1
H -0.1 0.0 0.2
H -0.3 0.1 0.0
H 0.2 -0.3 -0.2
H -0.2 -0.1 -0.4
H 0.0 0.1 0.3

Here are the Löwdin charges for atoms 1 to 2, given in e: O 0.23; C 0.00

=====

ORCA calculation (ωB97M-V/def2-TZVPD) on a molecular structure, C8H60B11Ca3O2 in a non-equilibrium geometry.

The value obtained for the HOMO energy is 5.044 eV. As for the total charge: -5.

Atoms and positions in Å:
Ca 0.710184 1.860411 1.907361
Ca 1.627835 -1.830176 -1.388746
Ca -2.337422 -0.198712 -0.430118
B 0.495310 3.850898 -1.341778
H 0.001738 4.508419 -2.225412
H 0.523424 2.719033 -1.649876
H 1.617278 4.222277 -1.181165
H -0.087368 4.006976 -0.306259
B 0.379608 -3.893514 -0.124367
H 0.386516 -2.846193 0.342165
H 1.293270 -4.501708 0.349197
H -0.657095 -4.441066 0.048066
H 0.707160 -3.761526 -1.217798
B -2.146926 -2.068836 1.249805
H -1.897551 -2.245836 0.155432
H -1.155228 -1.738181 1.767524
H -2.974825 -1.286614 1.337513
H -2.542210 -3.091426 1.698700
B 0.259666 0.062737 0.145437
H -0.071221 1.046678 -0.280145
H -0.037018 -0.049024 1.236430
H -0.178080 -0.820052 -0.397581
H 1.390371 -0.009292 -0.052146
B -1.762107 2.191318 1.767065
H -1.858320 1.399355 0.926805
H -2.877156 2.529345 2.014776
H -1.209046 1.722480 2.645801
H -1.171809 3.100379 1.419743
B 3.291111 -2.226122 0.725449
H 3.979248 -1.356887 1.146087
H 3.572083 -2.484133 -0.355198
H 3.447236 -3.130149 1.490867
H 2.190234 -1.910201 0.705727
B -3.060134 2.073692 -1.595103
H -2.801478 2.484944 -2.671644
H -3.579379 2.927561 -0.946885
H -3.754113 1.162309 -1.679280
H -2.167471 1.777435 -0.952055
B 1.750996 0.360274 3.455576
H 1.930522 -0.179033 2.471054
H 0.627410 0.307550 3.649518
H 2.335438 -0.092235 4.390300
H 2.099846 1.428002 3.304629
B 3.062262 2.188212 0.487221
H 3.586779 3.170675 0.055801
H 1.972190 2.138215 0.138457
H 3.662935 1.223620 0.167801
H 3.062323 2.266182 1.630070
B -1.147376 -1.773192 -2.814210
H -1.662771 -1.746243 -3.891624
H -1.428935 -0.818306 -2.228571
H -1.543948 -2.690396 -2.179047
H 0.012222 -1.842431 -2.964869
B 2.518484 0.090344 -2.651103
H 3.232425 -0.210953 -1.816509
H 3.099960 0.866410 -3.338941
H 2.238256 -0.802751 -3.301371
H 1.568586 0.599861 -2.266168
C 0.753991 1.552435 -6.278688
C -0.218820 0.862538 -5.295405
C -0.296826 1.891465 -4.153325
O 0.923402 2.568489 -4.156696
C 1.266953 2.760501 -5.503830
H 0.280020 1.887167 -7.211821
H 1.533660 0.839189 -6.568977
H 0.099008 -0.128358 -4.985250
H -1.196872 0.765270 -5.781020
H -0.487873 1.315642 -3.228131
H -1.239891 2.452948 -4.224153
H 2.323145 3.017095 -5.614946
H 0.752513 3.655735 -5.914338
C -1.327305 -1.209310 5.899728
C -2.057612 -2.352122 6.556209
C -2.002187 -3.466177 5.502213
O -1.921505 -2.789448 4.281646
C -1.717592 -1.378337 4.413454
H -0.242095 -1.320583 5.938310
H -1.612567 -0.221867 6.266076
H -3.078547 -2.077445 6.844021
H -1.543868 -2.737399 7.450287
H -2.868163 -4.138680 5.525234
H -1.109799 -4.069022 5.730962
H -2.647228 -0.869734 4.145035
H -0.887866 -1.050401 3.780964

Atomic forces in eV per Å
Ca 0.9 0.2 -2.4
Ca -0.4 0.6 1.0
Ca 1.1 0.1 0.0
B 0.2 0.5 0.0
H -0.6 0.6 -0.6
H -0.1 -0.7 -0.2
H 0.8 0.4 0.0
H -0.5 0.2 0.7
B 0.3 -1.3 0.9
H -0.2 1.3 0.7
H 0.5 -0.6 0.5
H -0.7 -0.4 -0.3
H 0.1 -0.4 -2.4
B 0.3 -1.7 1.2
H 0.2 -0.4 -2.0
H 0.4 0.3 0.5
H -2.0 1.8 0.5
H -0.4 -0.7 0.3
B 1.0 -0.5 -0.2
H -0.9 2.0 -1.1
H -0.3 -0.4 1.7
H -1.2 -1.6 -1.0
H 1.3 0.2 0.3
B -2.3 0.1 0.1
H 0.1 -0.4 -0.4
H -0.7 0.3 0.6
H 0.1 -1.0 2.2
H 0.9 1.5 -0.8
B 0.9 0.1 1.7
H 0.5 0.7 -0.1
H 1.0 -0.9 -2.2
H 0.0 -1.0 0.2
H -1.3 0.5 0.6
B -0.4 1.7 -0.3
H 0.2 0.1 -0.7
H -0.7 0.5 0.3
H -1.7 -2.0 -0.2
H 1.7 0.2 0.2
B 1.0 -1.2 1.9
H 0.5 -0.9 -1.4
H -2.2 0.2 0.6
H 0.4 -0.4 0.6
H 1.0 2.1 0.6
B 1.2 0.3 -0.7
H 0.3 0.8 -0.3
H -1.3 0.1 -0.9
H 0.3 -0.7 -0.1
H 0.2 0.3 2.4
B -0.7 -0.9 -0.3
H -0.4 0.1 -0.8
H -0.1 1.5 0.1
H -0.2 -0.7 0.3
H 1.0 0.0 -0.3
B 1.0 1.7 -1.2
H 1.2 -0.8 1.6
H 0.4 0.5 -0.6
H -0.5 -2.2 -1.6
H -1.4 0.4 0.7
C 0.4 -0.8 -0.4
C -0.4 0.8 -0.9
C -1.2 -2.2 0.9
O 0.2 0.4 -0.7
C -0.4 0.7 0.2
H -0.1 -0.1 0.1
H 0.2 0.2 0.1
H 0.2 0.1 0.2
H 0.0 -0.2 0.2
H 0.8 0.7 -0.1
H 0.6 0.9 -0.3
H 0.2 -0.5 0.3
H -0.2 0.1 0.1
C -0.1 0.4 -0.9
C 0.1 -0.7 1.1
C 0.1 1.1 0.2
O 0.0 -0.8 -0.4
C 0.4 -0.2 0.7
H 0.0 0.0 0.2
H 0.1 0.0 0.1
H 0.0 0.0 -0.2
H -0.2 0.3 0.2
H -0.1 0.0 -0.1
H 0.1 -0.1 -0.4
H 0.1 0.1 -0.1
H -0.5 -0.2 -0.1

Here are the Löwdin charges for atoms 1 to 2, given in e: Ca 1.14; Ca 1.08

=====

ORCA calculation (ωB97M-V/def2-TZVPD) on C8H6Br2Cl2O in the gas phase in a non-equilibrium geometry.

The value obtained for the HOMO energy (alpha / beta) is -9.017 / -8.182 eV. As for the total charge: 0. Its relative energy (zero: lowest compared OMol25 entry of this formula, charge and spin) is 235.9 kJ/mol.

Atoms and positions in Å:
C -1.464708 -1.353542 -0.314566
C 0.272645 0.927729 -0.349406
C -0.674423 1.483435 0.302897
C -2.079136 -0.327496 0.377834
C 1.468298 0.627282 -1.057347
C -1.458685 0.637042 1.335845
C -0.177612 -1.821094 -0.224017
C 2.751444 0.599291 -0.275049
O 1.445974 0.045250 -2.153503
Cl -1.523620 2.996768 -0.207632
Cl 0.646808 -2.278417 -1.628507
Br -4.015878 -0.319115 0.396185
Br 0.679013 -2.283140 1.453979
H -2.099245 -1.615726 -1.169648
H -0.620789 0.147071 1.974657
H -2.148029 1.232803 1.872985
H 2.597350 -0.450397 0.127148
H 2.869284 1.174348 0.576598
H 3.531301 0.577911 -1.038456

Atomic forces in eV per Å
C -2.3 1.4 -0.3
C 1.5 0.7 -0.5
C -1.0 0.7 -0.1
C -1.1 -1.4 1.8
C -0.6 -0.7 -0.2
C 2.6 -1.4 -0.9
C 1.5 0.1 0.3
C -0.8 -2.9 -1.5
O 0.0 1.6 0.1
Cl 0.7 -0.8 0.4
Cl -0.4 -0.9 0.7
Br 0.8 0.2 -0.4
Br -0.5 0.4 -0.9
H 0.6 -0.6 0.0
H -1.8 0.8 -0.7
H -0.6 0.4 0.6
H 0.8 0.8 -0.3
H 0.2 1.7 1.3
H 0.3 0.2 0.6

Here are the Löwdin charges for atoms 1 to 2, given in e: C -0.31; C 0.03